(1)
CH5O3PSi | ωB97M-V/def2-TZVPD

Geometry as XYZ:
```
11
Properties=species:S:1:pos:R:3:forces:R:3:nbo_charge:R:1
O -5.8862 -1.2176 -0.2962 1.01 -0.41 -0.22 -1.2882
C -1.9087 1.9971 -1.0355 -0.15 0.00 2.27 -1.1094
H 10.0389 1.6101 0.0844 0.06 0.01 0.00 -1.0000
H -3.2422 -2.4517 -0.5723 -1.68 0.45 0.12 -0.3133
H -1.4429 1.2941 -1.7035 0.63 0.26 -0.16 0.2293
H -4.0660 -1.7958 1.6084 -0.37 0.55 -1.39 -0.3261
H -1.4623 2.9448 -0.6138 -0.33 -1.21 -1.03 0.2365
Si -4.3820 -1.4550 0.0423 0.63 -1.77 1.52 1.6856
O -3.8412 2.0623 0.9109 0.98 -0.87 0.53 -1.0474
P -2.9006 1.2376 0.1067 -1.45 2.43 -1.87 2.0965
O -3.3156 -0.1717 -0.3157 0.68 0.56 0.24 -1.1633
```
Forces are in eV/Å.

Output
* energy above the lowest of the compared OMol25 structures with the same formula, charge and spin: 1.411 eV
* electronic energy: -24425.977 eV
* net charge: -2
* HOMO energy: 1.6 eV
* LUMO energy: 4.30 eV

=====

(2)
C3H5NiO3 | ωB97M-V/def2-TZVPD

Geometry as XYZ:
```
12
Properties=species:S:1:pos:R:3:forces:R:3:nbo_charge:R:1
O -0.1584 -1.2033 0.4680 0.00 0.20 0.09 -0.5013
O 2.0262 -1.3997 0.0240 -0.65 0.65 -0.35 -0.7479
H 0.6046 -1.2168 -1.4504 0.08 0.27 0.29 0.1399
C -0.4620 1.1223 0.1881 -0.11 0.20 0.35 -0.0851
C 0.8736 -1.1402 -0.3820 0.35 -0.89 0.15 0.6715
O 0.8217 0.9365 -0.3212 -0.69 0.09 -0.59 -0.9171
H -1.9698 -0.3412 0.8809 0.21 -0.04 -0.23 0.2090
H -1.5486 -0.4474 -0.8673 0.02 0.05 0.24 0.1759
H -1.0428 1.8400 -0.4172 0.27 -0.14 0.15 0.1807
Ni 2.4721 0.6030 0.5020 0.63 -0.18 0.43 0.8107
C -1.1661 -0.2406 0.1445 -0.16 -0.17 -0.27 -0.1008
H -0.4505 1.4875 1.2307 0.06 -0.05 -0.27 0.1644
```
Forces are in eV/Å.

Output
* energy above the lowest of the compared OMol25 structures with the same formula, charge and spin: 0.000 eV
* electronic energy: -50374.041 eV
* multiplicity: 4
* HOMO energy (alpha / beta): -6.8 / -10.2 eV
* LUMO energy (alpha / beta): 0.85 / -1.06 eV

=====

(3)
C18H36F3O27S7 | ωB97M-V/def2-TZVPD

Geometry as XYZ:
```
91
Properties=species:S:1:pos:R:3:forces:R:3:mulliken_charge:R:1
H -6.4756 0.5351 0.2228 0.02 0.00 -0.55 0.0672
O 3.8190 3.1577 -4.4575 0.10 -0.24 2.13 -0.5363
H -0.9790 -0.8839 1.6957 1.38 0.19 2.21 0.3091
H 4.1935 0.9467 -0.3101 -0.11 -0.22 0.14 -0.0242
H 1.0869 0.1167 4.7806 0.15 0.88 -2.08 0.2269
C 1.8093 4.4353 -2.1280 -0.68 -0.06 -0.17 -0.3506
H 1.5575 5.1414 -1.3322 0.29 -0.08 -0.15 0.3057
H 5.0119 -0.5342 8.3224 0.07 0.06 -0.30 0.3280
C -6.2502 -1.2817 -0.9745 0.28 0.22 0.49 -0.3334
O -7.0832 0.2079 -4.0599 1.56 -0.29 1.00 -0.5198
H 5.7339 -1.1135 -1.1239 -0.19 -0.20 0.27 0.3318
F -7.2555 0.7743 4.5744 2.24 -1.83 -4.16 -0.2465
O 6.8880 0.1372 -4.3851 -1.43 -1.49 0.53 -0.5860
H -7.1030 4.5090 -4.8587 0.00 -0.10 -0.03 0.2928
O 2.4673 2.2286 -2.5742 0.49 0.57 -0.48 -0.2609
C 1.6510 2.9841 -1.6822 -0.02 0.34 0.53 -0.2618
C -0.2478 -0.8507 2.6380 1.09 0.41 -2.80 0.1191
H -4.3780 -3.3863 4.9165 1.16 1.65 -1.25 0.3628
O 4.0966 -2.2509 2.6196 -1.97 -2.19 -4.16 -0.4224
S 5.9907 -0.9884 -4.2656 0.29 0.52 -0.41 1.1732
S -6.0171 -0.0286 -3.1144 0.22 -0.04 -0.40 1.1292
C -6.7878 0.1279 -0.7426 -0.52 -0.35 0.41 -0.0468
F -7.3377 -1.1370 3.1490 2.37 4.45 0.70 -0.2591
O 5.2257 -0.1528 6.2909 0.41 -0.66 -0.45 -0.3211
H -4.2805 0.3984 3.3975 -1.41 -1.64 1.16 0.2190
F -6.4741 0.9425 2.2367 -0.66 -2.47 4.24 -0.2728
O 6.8328 -2.2606 -3.6886 -0.22 1.00 -0.41 -0.3168
H -7.8803 0.1491 -0.8100 0.09 -0.06 0.06 0.2945
H -3.5172 -1.7649 5.3840 -1.05 -1.28 -1.90 0.3539
H 7.4893 -4.0596 -4.5002 -0.03 0.32 0.13 0.3108
H 4.6363 -3.1137 7.6261 0.03 0.07 -0.32 0.3216
H 1.1948 4.6463 -3.0091 0.00 -0.04 0.12 0.3002
S -1.2332 -1.4679 4.1069 1.32 -0.60 1.37 0.1620
O 4.4043 -0.8614 4.0398 2.17 1.90 3.52 -0.2011
H -2.0951 -3.8178 3.8025 -0.65 2.24 -0.48 0.4489
O 3.1799 4.5726 -2.4995 0.42 -1.04 0.08 -0.3313
S 5.4705 -1.0980 4.9852 0.45 0.30 -0.36 0.9430
C -7.0767 3.1621 -6.5665 0.23 -0.67 0.34 -0.3173
H -6.5823 2.2284 -6.8549 -0.09 0.04 0.13 0.2994
C 1.3086 0.6634 3.7636 1.91 1.13 1.37 -0.4258
O 6.8701 -1.0224 4.6298 -2.08 0.06 0.18 -0.6113
O 5.7033 -1.5837 -5.7559 -0.15 0.24 1.24 -0.3013
O 2.2367 -2.5187 0.9099 0.56 0.58 0.90 -0.6593
H 3.6073 -0.9203 7.2896 0.05 -0.04 0.07 0.1986
H 7.4314 -2.4948 -6.3794 -0.08 -0.08 0.04 0.2955
O 4.7323 -0.9212 -3.5564 1.46 0.23 -0.98 -0.4852
O -0.0946 -2.2695 5.1258 -1.29 -0.49 -2.86 -0.3919
H 6.2786 -2.4348 7.4540 -0.14 0.02 0.06 0.3061
H 5.3778 0.2850 0.8511 -0.08 0.00 -0.07 0.2863
O -4.6174 0.0470 -3.4699 -1.92 0.12 0.26 -0.5468
C -3.8720 -2.4319 4.4628 0.46 0.36 0.41 -0.5635
H 0.2819 -3.0609 4.6051 -0.52 1.47 0.98 0.3831
C 4.7431 -1.1408 -0.6641 -0.50 0.73 -0.64 -0.3078
H -2.6909 -2.5965 2.4336 0.28 -0.29 2.26 0.3121
S 3.7499 3.1347 -3.0149 0.51 0.00 -0.68 1.1421
O -5.6253 6.2974 -7.2708 0.41 -1.86 -0.21 -0.5306
H -8.1501 2.9870 -6.4619 0.17 0.23 -0.17 0.3181
S 3.5048 -1.9673 1.3328 1.52 -0.28 -0.21 1.0643
H 3.9804 -1.2055 -1.4472 0.25 0.09 0.14 0.3181
S -5.4042 4.8700 -7.2664 0.28 0.20 -0.46 1.0971
C 4.6998 -0.9415 7.3570 -0.37 -0.33 0.33 -0.2769
O -6.2619 0.9165 -1.8088 0.52 -0.65 -0.78 -0.3061
C -2.5092 -2.7365 3.5846 -0.58 -1.17 -0.36 -0.3674
O 3.4484 -0.3504 1.1324 -0.63 -1.37 0.19 -0.2052
C 6.6389 -3.3758 -4.5554 -0.48 -0.55 -0.35 -0.3058
H 0.6133 2.6451 -1.7283 0.25 -0.07 -0.22 0.3443
O -4.8446 -1.7555 3.5852 1.39 1.27 1.99 -0.2602
H 1.4178 1.8185 4.0405 -0.55 -2.56 -0.85 0.2824
H 5.9459 -3.4538 -6.6288 -0.09 0.29 0.15 0.3094
C -6.4558 3.7437 -5.2993 -0.68 -0.02 0.19 -0.0072
H -6.8513 -2.0443 -0.4736 0.01 0.08 -0.33 0.3197
C -5.0210 -0.3419 3.9529 -1.09 0.81 -0.31 -0.4706
H -5.2090 -1.3654 -0.6456 -0.07 0.02 0.05 0.3111
H -5.0006 -0.1892 5.1133 -0.04 -0.26 -2.25 0.3486
O 4.8706 2.7676 -2.1780 -1.28 0.45 -1.10 -0.5429
O -6.8212 4.1274 -7.5843 0.68 0.85 0.40 -0.3150
O -6.2809 -1.4650 -2.3881 -0.25 0.94 -0.47 -0.3128
C 5.2374 -2.3511 7.1252 0.44 0.22 0.61 -0.3578
O 0.2490 0.5285 2.7515 -0.57 -3.16 1.33 -0.2946
C 6.4651 -2.7745 -5.9475 0.65 -0.39 -0.12 -0.3649
H 5.7310 -3.8982 -4.2356 0.09 -0.02 -0.09 0.2803
C -6.5441 0.1023 3.4556 -1.35 -1.09 0.35 0.7863
O -4.3730 4.2299 -8.0526 -1.21 1.11 1.07 -0.5275
O 4.6094 -2.2853 0.1756 -0.76 0.12 1.50 -0.3640
O -5.2474 4.3737 -5.7214 0.03 0.00 -1.01 -0.3090
O 5.2067 -2.5344 5.7116 -0.39 0.95 -0.59 -0.3085
H 0.5831 -1.6557 2.4194 -1.28 1.57 0.53 0.0356
C 4.4924 0.0562 0.2492 1.05 0.28 -0.42 -0.0266
H 2.3826 0.3301 3.3910 -2.44 0.40 0.50 0.1382
H -6.2438 2.9738 -4.5526 0.17 0.16 -0.22 -0.0142
H 2.0361 2.8393 -0.6673 -0.09 0.08 0.00 0.1930
```
Forces are in eV/Å.

Output
* electronic energy: -158511.606 eV
* net charge: +1
* HOMO energy: -12.2 eV
* LUMO energy: -4.54 eV

=====

(4)
C38H57N5O10 | ωB97M-V/def2-TZVPD

Geometry as XYZ:
```
110
Properties=species:S:1:pos:R:3:forces:R:3:mulliken_charge:R:1
H -1.6356 2.9615 2.8760 -0.28 0.00 0.03 0.6781
C 2.0972 -0.3794 4.5826 0.16 0.97 0.68 0.1263
C -1.4453 -5.0060 -1.9749 -0.19 -1.35 -2.09 -0.7621
C 0.8369 2.4974 -4.6887 -1.83 -0.47 -1.18 -0.2718
C -5.3250 2.8154 -0.2715 1.52 -1.20 -0.29 0.1553
H -3.7567 -2.2115 -6.2173 0.17 -0.30 -0.10 0.3373
C 3.0063 1.9975 -3.9947 3.23 -2.30 2.63 0.3728
H 1.9728 -3.5376 4.2498 -0.22 -0.12 0.33 -0.1957
H -1.9781 1.3304 4.7131 -0.29 0.27 -0.07 0.1756
H -3.7925 1.6929 -1.6222 -0.06 0.25 0.23 0.1097
H -3.7376 1.7996 2.4073 -0.29 -0.30 -0.19 0.2526
C -2.3607 -5.7521 -1.3092 -0.64 0.33 1.78 -0.8147
C 0.6685 1.4404 -0.4699 -1.10 -0.14 0.86 -1.8504
C 1.7085 1.3226 -4.2955 0.07 0.59 0.26 0.1816
C 1.0315 0.5420 0.5307 -0.47 -0.42 -1.65 -0.1359
C -6.7353 3.1030 -1.9336 -0.61 -1.23 -0.75 -0.3594
H 0.2555 -1.2799 4.3535 -0.15 -0.05 -1.01 0.1256
N 5.1445 4.9832 0.6557 -0.45 0.83 0.70 0.0492
H 3.8698 -2.7641 5.2055 0.61 0.96 -0.24 0.3128
H 4.5020 -2.8056 2.7671 -0.87 0.07 0.33 0.1432
H 1.3079 4.4104 -3.8286 0.07 0.29 -0.21 0.2474
N -2.8498 -4.9495 -0.2715 0.50 0.40 -1.28 0.1167
C -3.5813 -0.3350 -5.1604 2.00 -0.63 0.05 -0.4053
C 1.1159 -6.2603 2.2285 1.08 -0.38 0.83 -1.0353
H 3.7872 -1.3517 1.9058 -0.11 0.15 0.42 0.0312
H -2.2137 -1.4617 -6.5439 0.19 0.15 0.35 0.3273
H -0.3621 0.9565 4.1684 -0.04 0.09 -0.21 -0.2069
H -0.3643 -4.3296 0.1740 0.27 -0.03 -0.05 0.4453
O 3.0290 -0.7697 5.4559 0.91 -1.07 -0.08 -0.4475
H 2.7192 4.7760 -1.5081 -0.17 0.23 0.20 0.5030
H -2.7943 1.4924 0.8915 -0.48 -0.37 0.14 -0.2584
H -7.5046 3.3006 -2.6654 -0.27 0.15 0.38 0.3983
H -1.1361 1.4513 -1.7127 0.26 0.03 -0.04 0.2863
C 1.7883 -2.6717 4.8856 -1.19 -0.89 -0.19 -0.2269
C 4.5473 4.4262 -0.4354 0.86 -0.84 0.12 -0.7525
H 0.0925 -1.4424 1.0392 -0.09 0.05 0.01 0.7382
H 6.0252 4.7594 1.0965 -0.22 -0.30 -0.47 0.1853
H 1.8898 3.0652 1.5380 -0.08 0.50 -0.11 -0.0927
H 1.2580 2.3230 3.9107 0.20 -0.08 -0.10 0.6046
H 1.1389 2.3689 -0.7582 -0.17 0.00 -0.01 0.6481
C -6.6298 3.2561 -0.5624 0.83 0.44 -1.65 -0.9854
H -2.7608 -6.7475 -1.4340 0.35 0.02 -0.03 0.4414
O -3.4751 -1.1402 2.2045 2.00 2.03 0.10 -0.7226
C 3.2410 6.0725 0.3065 0.18 0.03 0.68 -0.8671
H 1.2950 -7.1321 2.8402 -0.33 -0.06 -0.12 0.3991
H -3.5623 0.5606 -5.7814 -0.28 -0.28 -0.19 0.3178
H 1.0692 -2.8863 5.6761 -0.24 -0.44 -0.37 0.3483
H -1.7506 -0.6896 -0.8339 -0.09 -0.01 0.29 0.4951
C 3.0159 -2.1957 5.5740 0.35 -0.79 1.08 -0.5995
C 2.0201 -5.1657 2.1669 -0.55 0.39 -1.31 -0.4385
H -0.9301 -2.8747 -1.9413 0.07 0.07 0.36 0.7617
H -0.9273 -5.3679 -2.8507 0.14 0.07 0.06 0.4707
C 3.3360 5.0262 -0.6576 0.95 0.31 0.04 0.1881
C 1.4715 -4.3077 1.2116 1.37 0.93 0.96 -0.6497
H -5.5442 1.9973 -3.3380 -0.18 0.45 0.16 0.2005
H 5.1065 3.6576 -0.9483 -0.42 -0.11 -0.19 0.4768
C -2.3837 -2.3420 -4.5194 -0.03 0.29 -0.93 -0.3323
H 0.3886 2.2490 -5.6507 0.46 0.58 -0.61 0.3584
H -4.5554 -0.4914 -4.6970 -0.04 -0.07 -0.17 0.2695
H 4.7097 6.5676 1.9939 -0.35 0.07 -0.09 0.4146
C 1.6934 3.7750 -4.6259 -1.80 -1.13 0.58 -0.3861
C -2.9430 -1.6514 -5.7564 -2.33 0.05 -0.46 -0.7321
H 1.9134 0.5667 1.1536 -0.02 0.17 -0.13 0.6120
C -4.6945 2.2543 -1.4281 -2.41 0.84 1.53 -0.3357
C -1.3968 1.0435 3.8368 1.07 1.10 -0.06 0.0672
H -4.9204 2.8743 0.7281 0.27 -0.16 -0.19 0.3748
H -3.5269 -5.2594 0.4109 0.18 0.38 -0.09 0.1982
C -2.8492 1.3441 1.9700 0.34 -1.12 0.56 0.2157
H -2.4325 -2.8775 0.2750 -0.51 -0.05 0.03 0.6675
N -5.6538 2.3953 -2.4162 0.78 0.56 0.73 0.0954
C 4.6648 -1.8048 2.3671 1.49 -1.26 -0.78 -0.1496
H 2.5586 4.3837 2.6517 0.11 -0.16 -0.63 0.1897
C 0.0830 -0.5318 0.4585 -0.44 0.62 0.23 0.0136
N 0.2966 -4.7858 0.7865 0.02 -1.08 0.32 0.2338
C -2.7500 -0.1723 2.4531 -2.35 0.00 -0.59 0.4517
C -1.4729 -3.6990 -1.5027 0.52 0.78 -0.47 -0.3489
O 2.9386 3.2918 -4.1825 1.17 1.98 -0.82 -0.3567
C 1.2790 -1.5146 4.0613 0.51 0.10 0.51 1.1417
H 2.0093 0.6497 -5.0985 -0.72 -0.30 -0.03 0.3285
O -1.8169 -0.2008 3.4078 -0.52 -2.88 0.03 -0.3487
H -0.1016 2.6059 -4.1450 0.33 -0.12 0.80 0.0312
C -2.3197 -3.6697 -0.4504 -0.82 -0.34 1.49 -0.8835
H 5.3631 -2.6275 0.6949 -0.17 0.00 0.04 0.3007
C 4.3485 5.9927 1.1540 -0.43 -0.16 -1.30 -0.5812
H 3.0485 2.6675 2.7751 0.26 0.09 0.08 0.2537
C 0.1006 -6.0101 1.3740 -1.55 0.29 -0.68 -0.2508
H -1.5981 -3.0706 -4.7197 0.18 0.34 -0.01 0.2942
H -3.1099 -2.8527 -3.8871 -0.27 0.19 -0.07 0.3060
O 4.0502 1.4833 -3.5531 -2.69 1.12 -1.37 -0.6592
H 1.8396 -3.3682 0.8267 0.05 0.02 0.07 0.5783
O -1.8623 -1.2140 -3.8278 0.90 0.11 1.15 -0.1951
H 1.2569 0.8229 -3.4386 0.63 -0.40 -0.02 -0.0841
H 5.1511 -1.2424 3.1641 -0.39 0.41 -0.22 0.2910
O 1.9589 0.8004 4.4251 -0.20 0.23 -0.57 -0.5573
C -2.5693 -0.1083 -4.0538 -0.40 1.35 1.69 0.3730
H 1.5192 -1.6642 3.0087 -0.71 0.24 -0.12 -0.5908
O -2.4200 0.8884 -3.3527 -0.08 -1.17 -1.31 -0.6668
H -7.3256 3.7400 0.1070 0.10 -0.03 -0.15 0.3921
H 2.4466 6.8032 0.3448 0.04 -0.08 0.25 0.3655
H 2.9239 -2.4618 6.6270 0.33 0.37 0.13 0.3500
H 1.6191 4.2878 -5.5849 1.04 0.13 0.09 0.2673
H -0.8283 1.8550 1.8510 0.50 -0.41 0.55 -0.3734
O 1.1775 3.1935 3.5142 0.14 0.49 -0.70 -0.6398
C -1.6033 1.9035 2.6160 0.25 1.55 -0.33 0.1088
C -0.9091 -0.1479 -0.4279 0.28 -1.09 0.17 -1.7070
H -0.8063 -6.5272 1.0973 0.20 -0.27 0.29 0.3485
N -0.5934 1.0441 -0.9645 1.89 0.66 0.16 0.8779
C 2.2341 3.3500 2.5322 -0.70 -0.44 1.36 -0.1643
H 2.9861 -5.0835 2.6428 -0.12 0.06 -0.03 0.5927
O 5.6888 -2.0253 1.3678 -0.01 0.64 0.21 -0.5926
```
Forces are in eV/Å.

Output
* electronic energy: -68252.910 eV
* SMILES: c1cc[nH]c1.c1cc[nH]c1.c1cc[nH]c1.c1cc[nH]c1.c1cc[nH]c1.O=C1CCCO1.O=C1CCCO1.O=C1CCCO1.O=C1CCCO1.CO.CO
* HOMO energy: -7.9 eV
* LUMO energy: 0.15 eV

=====

(5)
CH2N2P2 | ωB97M-V/def2-TZVPD

Geometry as XYZ:
```
7
Properties=species:S:1:pos:R:3:forces:R:3:nbo_charge:R:1
H -1.3814 -1.7304 -0.1471 0.34 0.28 0.45 -0.0897
C 3.4855 -0.2638 0.2982 -3.60 2.96 3.02 -0.1056
H 1.0904 1.6180 -0.2862 0.65 0.85 -1.46 -0.0595
P -0.0162 -1.7101 0.3676 0.12 -0.10 -0.55 1.0050
N 0.2634 -0.1770 0.4364 -1.87 -1.91 -0.17 -1.2536
N 3.9895 -0.7998 -0.5602 1.80 -1.86 -2.66 -0.5422
P 1.1406 1.0157 0.9228 2.55 -0.22 1.38 1.0456
```
Forces are in eV/Å.

Output
* energy above the lowest of the compared OMol25 structures with the same formula, charge and spin: 4.075 eV
* electronic energy: -22622.883 eV
* HOMO energy (alpha / beta): -9.8 / -9.8 eV
* LUMO energy (alpha / beta): -2.38 / -2.38 eV